2 unconnected molecules or ions with the total composition CH4N3O2, computed with ωB97M-V with the def2-TZVPD basis set.

Geometry as XYZ:
```
10
Properties=species:S:1:pos:R:3:nbo_charge:R:1
C 1.800 0.207 0.224 -0.50
N 0.348 0.287 0.089 -0.40
N -2.968 0.126 -0.399 -0.03
N -0.307 -0.756 0.011 0.10
O 0.140 -1.934 0.016 -0.65
O -3.336 1.107 0.290 -0.34
H 2.071 0.166 1.283 0.17
H 2.182 -0.696 -0.267 0.19
H 2.236 1.098 -0.225 0.17
H -2.166 0.397 -1.021 0.29
```

- total charge = -1
- orbital gap (eV) = 6.57
- 2S+1 = 1


2 unconnected molecules or ions with the total composition CH6N3S, computed with ωB97M-V with the def2-TZVPD basis set.

Geometry as XYZ:
```
11
Properties=species:S:1:pos:R:3:nbo_charge:R:1
S -0.065 1.167 2.308 -0.10
H -0.902 1.037 3.351 0.12
N 0.876 0.313 -0.675 -0.86
C -0.029 -0.618 -1.165 0.57
N 0.285 -1.082 -2.437 -0.83
N -1.052 -1.070 -0.559 -0.78
H 0.697 0.630 0.265 0.38
H 1.250 0.984 -1.326 0.39
H 1.278 -1.197 -2.579 0.38
H -0.237 -1.918 -2.651 0.39
H -1.165 -0.694 0.378 0.34
```

- total charge = 0
- orbital gap (alpha / beta) (eV) = 9.56 / 5.81
- 2S+1 = 2


16 unconnected molecules or ions with the total composition C16H64N32O16, computed with ωB97M-V with the def2-TZVPD basis set.

Geometry as XYZ:
```
128
Properties=species:S:1:pos:R:3:mulliken_charge:R:1
C -1.717 -4.603 1.879 0.46
O -1.644 -4.829 3.071 -0.77
N -2.513 -5.156 1.007 -0.33
N -0.738 -3.922 1.249 0.51
H -3.275 -5.699 1.387 0.25
H -2.634 -4.905 0.040 0.18
H 0.014 -3.586 1.849 0.03
H -0.621 -3.733 0.261 0.02
C 3.322 3.034 0.602 0.17
O 2.332 3.642 0.238 -0.63
N 3.362 1.751 0.992 0.78
N 4.584 3.505 0.559 -0.52
H 4.180 1.213 1.219 0.09
H 2.452 1.340 1.221 -0.43
H 5.096 2.939 1.216 0.15
H 4.635 4.511 0.500 0.31
C 2.139 -4.032 2.573 0.88
O 1.364 -3.084 2.612 -0.98
N 3.473 -3.944 2.245 -0.31
N 1.769 -5.264 2.758 -0.38
H 3.890 -3.021 2.152 -0.20
H 4.124 -4.697 2.101 0.19
H 0.828 -5.366 3.119 0.27
H 2.442 -6.005 2.838 0.18
C 4.580 -0.751 2.722 0.71
O 5.199 -1.731 2.297 -0.81
N 5.292 0.292 3.128 -0.32
N 3.268 -0.763 2.881 0.13
H 6.255 0.014 3.232 0.25
H 4.906 1.059 3.660 0.22
H 2.818 -1.650 2.724 -0.31
H 2.832 0.040 3.312 0.18
C 0.081 -1.352 -4.784 0.75
O -0.836 -1.177 -5.587 -0.80
N 0.401 -0.635 -3.715 0.61
N 0.917 -2.352 -4.981 -0.41
H -0.198 0.142 -3.466 -0.61
H 1.321 -0.763 -3.323 0.30
H 0.615 -2.857 -5.801 0.27
H 1.360 -2.747 -4.165 0.10
C -1.378 2.429 -4.184 0.58
O -0.586 2.127 -3.312 -0.66
N -2.115 3.554 -4.144 -0.19
N -1.576 1.629 -5.283 -0.32
H -2.696 3.751 -4.941 0.14
H -2.095 4.183 -3.355 0.18
H -1.306 0.661 -5.158 -0.23
H -2.184 1.911 -6.032 0.16
C 0.292 0.353 0.741 -0.46
O 0.949 0.952 1.615 -0.23
N -0.189 0.995 -0.308 1.82
N -0.014 -0.950 0.655 1.62
H -0.156 0.577 -1.224 -0.11
H -0.210 1.998 -0.207 -0.90
H -0.533 -1.364 -0.105 -0.92
H 0.279 -1.579 1.388 -0.16
C 2.362 3.755 3.877 0.57
O 3.013 2.717 4.008 -0.68
N 1.405 3.842 2.953 0.05
N 2.578 4.877 4.566 -0.40
H 1.116 4.770 2.681 0.31
H 1.423 3.213 2.166 -0.64
H 2.178 5.758 4.294 0.16
H 3.147 4.806 5.393 0.25
C -3.658 3.506 0.693 0.13
O -2.614 2.870 0.880 -0.28
N -4.741 3.228 1.509 -0.47
N -3.835 4.562 -0.099 -0.30
H -5.446 3.944 1.562 0.18
H -4.338 2.870 2.363 0.23
H -4.708 4.845 -0.512 0.23
H -3.005 4.825 -0.627 0.12
C -0.531 4.932 -1.092 0.60
O -1.548 5.389 -1.641 -0.89
N -0.428 4.129 -0.041 0.42
N 0.655 5.184 -1.611 -0.24
H 0.436 3.738 0.303 0.38
H -1.298 3.757 0.359 -0.34
H 0.594 5.891 -2.329 0.23
H 1.569 4.942 -1.267 0.19
C -3.594 0.839 -2.809 0.24
O -4.322 1.616 -3.370 -0.77
N -2.907 -0.206 -3.411 0.17
N -3.250 0.800 -1.512 0.80
H -2.446 -0.918 -2.856 -0.38
H -2.875 -0.140 -4.416 0.41
H -3.985 1.275 -1.005 0.00
H -2.679 0.134 -1.030 -0.55
C -4.616 -1.044 1.178 0.53
O -5.174 -1.375 0.154 -0.63
N -5.221 -0.402 2.167 -0.41
N -3.320 -1.235 1.418 0.01
H -6.130 -0.008 1.990 0.22
H -4.906 -0.488 3.119 0.20
H -2.797 -1.480 0.590 -0.22
H -2.889 -0.664 2.125 0.25
C 1.620 -4.647 -1.546 0.27
O 0.747 -3.921 -1.012 -0.14
N 2.849 -4.684 -0.998 -0.32
N 1.578 -5.249 -2.757 -0.40
H 2.857 -4.113 -0.165 0.01
H 3.644 -5.108 -1.442 0.19
H 2.251 -5.992 -2.838 0.17
H 0.754 -5.134 -3.321 0.21
C 3.772 -1.564 -1.870 0.50
O 2.686 -1.792 -2.407 -0.63
N 3.766 -0.933 -0.679 0.11
N 4.955 -1.823 -2.374 -0.48
H 2.852 -0.582 -0.438 -0.21
H 4.638 -0.616 -0.291 0.06
H 5.731 -1.854 -1.736 0.18
H 4.968 -1.827 -3.381 0.24
C -2.352 -2.991 -2.030 -0.45
O -2.182 -1.995 -1.333 0.66
N -1.400 -3.553 -2.753 -0.02
N -3.461 -3.787 -2.014 -0.46
H -0.459 -3.302 -2.478 -0.24
H -1.651 -4.100 -3.558 0.26
H -4.266 -3.490 -1.479 0.27
H -3.608 -4.662 -2.487 0.17
C -1.869 3.330 3.871 0.58
O -1.822 4.420 3.323 -0.64
N -1.426 2.244 3.285 0.17
N -2.466 3.056 5.019 -0.45
H -1.405 1.474 3.933 0.22
H -1.127 2.148 2.331 -0.37
H -2.721 2.129 5.312 0.12
H -2.823 3.777 5.625 0.24
```

- total charge = 0
- orbital gap (eV) = 8.16
- 2S+1 = 1


A single C8H11BN4S2 molecule, computed with ωB97M-V with the def2-TZVPD basis set.

Geometry as XYZ:
```
26
Properties=species:S:1:pos:R:3:nbo_charge:R:1
C 2.095 2.334 2.379 -0.38
N 1.457 2.185 1.027 -0.33
C 0.517 3.043 0.545 -0.10
C 0.219 2.669 -0.750 -0.08
N 1.054 1.683 -1.116 -0.49
C 1.750 1.363 -0.026 0.22
S 2.899 0.089 -0.157 0.06
B 1.817 -0.372 -1.585 0.51
N 0.669 -1.269 -1.352 -0.66
C -0.032 -1.734 -2.472 -0.06
C -1.172 -2.337 -2.041 -0.08
N -1.292 -2.197 -0.687 -0.37
C -2.388 -2.463 0.291 -0.40
C -0.190 -1.453 -0.267 0.28
S 0.007 -0.864 1.293 -0.30
H 1.723 1.465 2.867 0.23
H 3.103 2.206 2.088 0.21
H 1.870 3.198 2.799 0.21
H 0.274 3.912 1.120 0.21
H -0.480 3.007 -1.573 0.22
H 2.083 -0.152 -2.766 -0.04
H 0.509 -1.511 -3.385 0.24
H -2.016 -2.818 -2.538 0.22
H -3.306 -2.303 -0.141 0.20
H -2.379 -3.480 0.427 0.20
H -2.095 -2.018 1.177 0.26
```

- SMILES string = Cn1ccnc1SBn1ccn(C)c1=S
- total charge = 0
- orbital gap (eV) = 8.10
- 2S+1 = 1


A single C17H24O5 molecule, computed with ωB97M-V with the def2-TZVPD basis set.

Geometry as XYZ:
```
46
Properties=species:S:1:pos:R:3:nbo_charge:R:1
C 5.799 0.062 -0.002 -0.63
C 4.686 0.808 0.719 -0.07
O 3.447 0.098 0.637 -0.51
C 2.719 0.268 -0.463 0.82
O 3.017 0.992 -1.375 -0.59
C 1.436 -0.553 -0.401 -0.42
C 1.707 -1.997 0.031 -0.39
C 0.587 -2.957 -0.370 -0.41
C -0.767 -2.575 0.223 -0.08
O -1.285 -1.515 -0.555 -0.52
C -2.414 -0.867 -0.151 0.29
C -3.092 -1.120 1.033 -0.25
C -4.216 -0.378 1.362 -0.22
C -4.675 0.608 0.513 -0.24
C -4.009 0.847 -0.679 -0.20
C -2.883 0.125 -1.030 -0.06
C -2.150 0.378 -2.311 -0.63
C 0.549 0.176 0.606 0.84
O 0.387 -0.163 1.749 -0.61
O 0.031 1.275 0.073 -0.51
C -0.764 2.092 0.939 -0.07
C -1.265 3.283 0.146 -0.62
H 5.899 -0.943 0.400 0.21
H 6.737 0.592 0.129 0.22
H 5.575 -0.001 -1.064 0.22
H 4.893 0.890 1.788 0.19
H 4.553 1.804 0.284 0.20
H 0.963 -0.502 -1.383 0.26
H 2.638 -2.337 -0.426 0.21
H 1.833 -2.009 1.115 0.23
H 0.488 -2.978 -1.457 0.21
H 0.847 -3.960 -0.030 0.22
H -0.639 -2.269 1.268 0.20
H -1.457 -3.430 0.184 0.18
H -2.751 -1.887 1.710 0.21
H -4.729 -0.581 2.291 0.21
H -5.551 1.186 0.769 0.21
H -4.374 1.610 -1.353 0.21
H -1.173 0.813 -2.103 0.23
H -1.987 -0.559 -2.840 0.22
H -2.710 1.057 -2.949 0.21
H -0.144 2.406 1.786 0.19
H -1.595 1.492 1.325 0.20
H -0.427 3.826 -0.281 0.21
H -1.914 2.948 -0.657 0.21
H -1.825 3.944 0.802 0.22
```

- SMILES string = CCOC(=O)C(CCCOc1ccccc1C)C(=O)OCC
- total charge = 0
- orbital gap (eV) = 9.32
- 2S+1 = 1


A molecular structure, C6H11N, computed with ωB97M-V with the def2-TZVPD basis set.

Geometry as XYZ:
```
18
Properties=species:S:1:pos:R:3:nbo_charge:R:1
C -0.268 -1.195 0.465 -0.63
C 0.931 -0.197 0.482 -0.39
N 2.869 -1.438 -0.714 -1.25
C -0.572 1.460 -0.566 0.23
C 0.633 1.064 -0.268 -0.18
C -3.049 1.147 -0.093 -0.20
C -1.785 1.611 0.095 -0.36
H -1.053 -1.058 1.207 0.20
H 0.149 -2.208 0.480 0.24
H -0.709 -1.050 -0.525 0.20
H 1.312 0.041 1.482 0.22
H 1.820 -0.826 -0.099 0.36
H 3.271 -2.165 -1.297 0.36
H 3.646 -0.783 -0.622 0.32
H 1.506 1.557 -0.693 0.24
H -3.847 1.595 0.475 0.21
H -3.207 0.471 -0.929 0.21
H -1.645 1.972 1.119 0.22
```

- total charge = 0
- orbital gap (eV) = 4.10
- 2S+1 = 1


What did the sixth record say?
A molecular structure, C6H11N, computed with ωB97M-V with the def2-TZVPD basis set.

Geometry as XYZ:
```
18
Properties=species:S:1:pos:R:3:nbo_charge:R:1
C -0.268 -1.195 0.465 -0.63
C 0.931 -0.197 0.482 -0.39
N 2.869 -1.438 -0.714 -1.25
C -0.572 1.460 -0.566 0.23
C 0.633 1.064 -0.268 -0.18
C -3.049 1.147 -0.093 -0.20
C -1.785 1.611 0.095 -0.36
H -1.053 -1.058 1.207 0.20
H 0.149 -2.208 0.480 0.24
H -0.709 -1.050 -0.525 0.20
H 1.312 0.041 1.482 0.22
H 1.820 -0.826 -0.099 0.36
H 3.271 -2.165 -1.297 0.36
H 3.646 -0.783 -0.622 0.32
H 1.506 1.557 -0.693 0.24
H -3.847 1.595 0.475 0.21
H -3.207 0.471 -0.929 0.21
H -1.645 1.972 1.119 0.22
```

- total charge = 0
- orbital gap (eV) = 4.10
- 2S+1 = 1